Record 1
Density functional theory data (ωB97M-V/def2-TZVPD) for a molecular structure, C41H41KN12OP.

As for the energy: -88723.1379 eV. The HOMO energy comes out at -0.389 Ha. Its LUMO energy is -0.074 Ha. The charge is +1. For the gap between HOMO and LUMO, the calculation gives 8.6 eV.

Positions of all 97 atoms, in Å:
K: 0.10 0.21 0.00
C: 1.57 4.64 2.97
C: 0.70 5.34 2.15
C: 0.67 5.05 0.80
C: 1.52 4.06 0.31
N: 2.37 3.39 1.08
C: 2.39 3.68 2.38
C: 1.52 3.69 -1.14
C: 1.33 4.68 -2.11
C: 1.36 4.30 -3.44
C: 1.60 2.98 -3.76
C: 1.78 2.06 -2.73
N: 1.73 2.41 -1.45
C: 2.08 0.61 -3.03
C: 2.27 0.16 -4.33
C: 2.55 -1.18 -4.55
C: 2.64 -2.03 -3.46
C: 2.45 -1.49 -2.20
N: 2.18 -0.21 -1.98
H: 1.64 4.83 4.03
H: 0.05 6.10 2.56
H: -0.01 5.57 0.13
H: 3.09 3.11 2.98
H: 1.19 5.71 -1.82
H: 1.23 5.04 -4.22
H: 1.64 2.68 -4.80
H: 2.21 0.83 -5.17
H: 2.69 -1.55 -5.56
H: 2.86 -3.08 -3.58
H: 2.52 -2.12 -1.32
C: 1.31 -5.80 -0.65
N: 1.44 -4.51 0.02
C: 2.56 -4.03 0.63
C: 2.23 -2.81 1.13
N: 0.92 -2.52 0.83
C: 0.47 -3.56 0.17
P: -1.25 -3.87 -0.38
C: -1.33 -2.83 -1.87
N: -0.81 -1.63 -2.05
C: -1.11 -1.28 -3.33
C: -1.83 -2.28 -3.93
N: -1.97 -3.26 -3.00
C: -2.69 -4.51 -3.18
C: -2.16 -2.80 0.77
N: -3.05 -1.91 0.36
C: -3.66 -1.45 1.49
C: -3.14 -2.06 2.59
N: -2.19 -2.93 2.12
C: -1.36 -3.80 2.94
H: 2.27 -6.31 -0.60
H: 0.55 -6.41 -0.17
H: 1.05 -5.66 -1.70
H: 3.48 -4.59 0.65
H: 2.86 -2.12 1.67
H: -0.80 -0.34 -3.75
H: -2.25 -2.36 -4.92
H: -3.20 -4.47 -4.14
H: -2.01 -5.36 -3.16
H: -3.44 -4.63 -2.40
H: -4.44 -0.70 1.44
H: -3.35 -1.97 3.64
H: -1.79 -3.86 3.93
H: -1.34 -4.80 2.51
H: -0.34 -3.41 3.01
O: -0.58 1.57 2.27
C: -1.91 1.73 2.74
C: -2.47 3.11 2.43
C: -2.43 3.44 0.94
C: -3.29 2.52 0.11
C: -4.67 2.72 0.03
C: -5.43 1.86 -0.74
C: -4.79 0.82 -1.40
C: -3.42 0.70 -1.26
N: -2.68 1.52 -0.52
H: -0.01 2.24 2.68
H: -1.96 1.54 3.82
H: -2.49 0.96 2.24
H: -1.88 3.87 2.98
H: -3.49 3.17 2.81
H: -1.41 3.36 0.57
H: -2.76 4.47 0.79
H: -5.12 3.55 0.56
H: -6.50 2.00 -0.82
H: -5.34 0.12 -2.02
H: -2.90 -0.12 -1.74
N: 3.37 -1.03 6.18
C: 3.44 -0.68 5.09
C: 3.51 -0.25 3.72
C: 4.72 -0.15 3.05
C: 4.71 0.27 1.73
C: 3.49 0.58 1.14
N: 2.32 0.48 1.78
C: 2.34 0.08 3.04
H: 5.65 -0.40 3.55
H: 5.62 0.37 1.16
H: 3.43 0.93 0.11
H: 1.38 0.01 3.55

=====

Record 2
Density functional theory data (ωB97M-V/def2-TZVPD) for a molecular structure, C41H41N4O4Ta at a distorted geometry.

As for the energy: -58876.2102 eV. The HOMO energy comes out at -0.499 Ha. Its LUMO energy is -0.238 Ha. The charge is +2. For the gap between HOMO and LUMO, the calculation gives 7.1 eV.

Positions of all 91 atoms, in Å:
Ta: -0.45 -0.75 -0.05
O: -0.43 -0.56 -1.86
C: -0.15 -1.36 -3.05
C: 0.57 -2.62 -2.46
C: 1.82 -2.16 -1.76
C: 3.05 -2.25 -2.37
C: 4.14 -1.63 -1.80
C: 3.98 -0.92 -0.62
C: 2.75 -0.87 -0.02
C: 2.56 -0.13 1.28
C: 1.71 1.16 1.17
O: 0.43 0.63 0.72
C: 2.25 2.13 0.14
C: 3.60 2.50 0.20
C: 4.12 3.42 -0.69
C: 3.30 4.00 -1.66
C: 1.96 3.66 -1.71
C: 1.44 2.73 -0.82
C: 1.58 1.83 2.54
C: 1.42 3.21 2.64
C: 1.32 3.83 3.87
C: 1.39 3.09 5.04
C: 1.54 1.71 4.96
C: 1.63 1.08 3.73
N: 1.66 -1.50 -0.57
C: 0.82 -0.64 -3.97
C: 1.47 0.52 -3.59
C: 2.38 1.14 -4.45
C: 2.64 0.59 -5.70
C: 1.98 -0.58 -6.08
C: 1.07 -1.19 -5.23
C: -1.45 -1.69 -3.74
C: -2.00 -2.97 -3.73
C: -3.17 -3.24 -4.44
C: -3.79 -2.23 -5.17
C: -3.26 -0.94 -5.16
C: -2.10 -0.68 -4.45
H: 0.80 -3.31 -3.27
H: -0.10 -3.11 -1.76
H: 3.13 -2.79 -3.30
H: 5.11 -1.67 -2.29
H: 4.82 -0.42 -0.16
H: 3.52 0.11 1.72
H: 2.04 -0.80 1.96
H: 4.24 2.08 0.97
H: 5.17 3.70 -0.63
H: 3.71 4.73 -2.35
H: 1.31 4.12 -2.45
H: 0.39 2.49 -0.86
H: 1.38 3.81 1.74
H: 1.20 4.91 3.92
H: 1.33 3.58 6.01
H: 1.61 1.12 5.87
H: 1.74 0.00 3.71
H: 1.28 0.96 -2.62
H: 2.88 2.05 -4.14
H: 3.34 1.06 -6.37
H: 2.17 -1.01 -7.06
H: 0.55 -2.09 -5.55
H: -1.54 -3.77 -3.17
H: -3.58 -4.24 -4.44
H: -4.68 -2.45 -5.75
H: -3.75 -0.15 -5.72
H: -1.67 0.32 -4.47
N: -2.70 0.07 -0.27
C: -3.65 -1.10 -0.26
C: -2.93 -2.40 -0.49
O: -3.45 -3.39 -0.89
O: -1.62 -2.28 -0.15
H: -2.99 0.76 0.41
H: -2.74 0.52 -1.18
H: -4.43 -1.00 -1.01
H: -4.13 -1.16 0.71
N: -0.90 -1.14 2.08
C: -1.35 -0.99 3.15
N: -1.85 -0.85 4.33
C: -1.53 0.34 5.19
C: -2.82 1.04 5.58
C: -3.80 0.05 6.25
C: -4.08 -1.15 5.34
C: -2.79 -1.85 4.92
H: -0.85 0.99 4.65
H: -1.01 -0.03 6.08
H: -3.28 1.48 4.69
H: -2.57 1.85 6.26
H: -4.73 0.56 6.48
H: -3.37 -0.29 7.19
H: -4.61 -0.82 4.44
H: -4.71 -1.88 5.85
H: -2.97 -2.63 4.19
H: -2.29 -2.29 5.78